1.
A 40-piece molecular cluster, H80O40 overall. Source: OMol25; level of theory: ωB97M-V/def2-TZVPD.

The geometry in XYZ format:
```
120
H80O40 ωB97M-V/def2-TZVPD
H -0.02 -3.89 -0.12
O -3.92 2.86 -1.88
H 4.75 4.27 2.06
H 1.60 -0.60 -0.75
O 4.24 1.02 1.83
O -1.34 1.90 -5.61
H -1.92 2.30 -4.96
H -2.99 0.58 4.01
H -0.55 3.11 3.03
O 1.33 -1.52 2.08
H 5.40 0.19 -3.86
H 1.04 6.25 0.87
O 4.77 -2.47 0.80
H -4.10 0.89 -3.50
O 3.64 -3.33 3.53
O -1.20 3.97 -2.58
H -2.88 -3.06 -3.01
O 5.89 -0.23 -3.13
O 2.86 2.55 -4.49
O -5.37 1.33 -0.13
O -1.36 -4.39 -1.06
H 2.04 -4.34 -1.67
H 2.84 -4.70 0.53
H -1.29 0.95 -3.03
H 3.45 3.40 2.56
H -4.57 3.18 -1.25
H 0.92 -2.87 0.20
H 5.50 -1.87 0.90
H 0.26 -5.73 2.94
H -2.06 3.20 3.06
O 3.09 -4.90 1.44
H -1.93 3.68 1.17
H 4.17 -0.60 0.42
H 0.67 -1.21 -1.68
O -5.56 -2.37 -2.32
O -0.50 -5.48 2.41
H 0.72 4.47 1.58
O 2.74 -4.09 -2.28
H 4.39 2.05 -2.31
H -5.26 -3.25 -2.10
H -0.71 1.28 -5.21
H -4.88 0.77 -0.74
H -3.18 -0.80 -0.81
H -3.39 1.39 2.79
H 2.52 6.61 0.57
H 3.57 -0.02 -3.86
H -1.78 -0.65 4.89
H 3.09 3.46 -4.74
O -1.46 -2.42 0.61
O -0.89 -0.09 1.76
H 1.76 -2.16 2.69
H 2.63 2.21 -5.36
H -0.86 -5.20 -1.22
H -5.27 3.53 1.88
H 0.08 0.45 -2.61
O -2.33 3.42 0.34
O -4.27 -0.05 -3.53
O -3.88 -3.16 3.13
O 1.21 -0.41 -1.61
O -4.36 3.22 1.89
H -1.44 -0.37 2.50
H -0.64 4.74 -2.80
H 3.72 0.43 -0.41
H 1.21 2.17 4.37
H -2.89 -5.47 0.30
H -0.24 1.47 -0.98
H -3.66 -3.64 2.32
H -1.25 0.65 0.02
H -5.53 -1.79 -1.55
H 0.01 0.13 1.97
H -0.22 -4.65 1.99
H -0.66 3.46 -3.21
O 1.88 5.89 0.57
H 5.03 -3.39 0.91
H -3.34 -1.34 4.88
O 3.81 0.17 -4.79
H -3.19 2.56 -1.32
O 4.38 3.60 2.63
O -2.41 -1.32 4.65
H 2.46 0.85 1.00
O -2.62 1.05 3.25
H 1.19 -0.85 2.76
H 5.56 -1.13 -3.27
H -0.54 5.51 2.40
H -2.21 -5.56 1.71
O -1.02 0.91 -0.87
H 4.49 -2.89 3.56
H -3.24 -1.29 0.72
H 2.26 -4.70 1.89
H 4.62 1.89 2.06
O 3.41 -0.45 -0.14
O -1.29 3.14 3.64
H 3.03 -4.89 -2.71
O -0.37 0.95 -3.32
H 3.25 2.93 -2.33
H -5.17 -0.15 -3.23
O -3.02 -5.34 1.24
H -1.76 -2.62 1.51
H -0.90 -1.63 0.77
H -1.99 -2.49 -4.13
O 0.97 -3.82 0.01
H -4.24 2.74 1.06
O 1.12 2.88 -0.65
O 1.58 1.07 1.36
O -2.07 -3.22 -3.51
H 3.64 -3.83 2.68
H 0.98 2.48 -1.53
H -3.25 -3.39 3.81
O -0.05 4.97 1.80
H 1.43 1.86 0.79
H -2.12 4.12 -0.28
O -3.71 -0.91 -0.02
H 3.84 0.57 2.57
H -1.17 -3.93 -1.91
O 3.71 2.37 -1.70
H 0.63 3.71 -0.72
H -5.75 0.68 0.48
O 1.84 1.45 4.35
H 1.85 1.19 3.42
H 2.98 -0.15 -5.16
```

Summary:
HOMO level: -10.268 eV
Molecular weight: 720.6 g/mol

2.
One molecule with the formula C5H8S. Source: OMol25; level of theory: ωB97M-V/def2-TZVPD.

The geometry in XYZ format:
```
14
C5H8S ωB97M-V/def2-TZVPD
H 0.78 -0.63 -2.69
C 0.28 0.87 0.06
H 0.03 -2.17 -2.98
H 0.54 1.36 -0.88
C -0.89 -1.02 1.12
C -0.87 -0.99 -1.32
C 0.33 -1.45 -2.19
H -1.44 -1.96 1.03
H 1.12 -1.86 -1.54
H -1.55 -1.85 -1.14
H -0.56 -0.65 2.11
H -1.46 -0.23 -1.91
C -0.53 -0.38 -0.01
S 0.79 1.61 1.37
```

Summary:
HOMO level: -8.705 eV
Molecular weight: 100.2 g/mol

3.
One molecule with the formula C6H10O. Source: OMol25; level of theory: ωB97M-V/def2-TZVPD.

The geometry in XYZ format:
```
17
C6H10O ωB97M-V/def2-TZVPD
O -0.48 1.45 1.36
C 1.48 1.41 0.08
H 2.00 1.78 0.97
H 1.17 2.26 -0.52
C -0.60 0.29 -0.85
H 0.04 0.55 -1.70
H 0.51 -2.89 1.63
C -1.16 -1.13 -1.07
H -2.25 -1.17 -1.01
H -0.78 -1.81 -0.32
H 2.17 0.80 -0.51
C 0.24 0.60 0.46
H -0.86 -1.54 -2.04
H -1.16 0.92 1.80
H -1.41 1.03 -0.83
C 0.55 -1.85 1.42
C 0.55 -0.68 1.12
```

Summary:
HOMO level: -10.099 eV
Molecular weight: 98.1 g/mol

4.
One molecule with the formula C8H10IOP. Source: OMol25; level of theory: ωB97M-V/def2-TZVPD.

The geometry in XYZ format:
```
21
C8H10IOP ωB97M-V/def2-TZVPD
H -1.78 0.08 1.01
C -0.58 -1.82 0.44
H 0.73 -0.89 2.09
C 0.46 -0.85 1.00
C 1.76 -0.84 0.27
C -0.70 0.37 -0.98
H 2.34 0.78 2.42
H -0.68 2.41 -1.77
P 1.91 3.05 0.40
H 0.10 -0.01 -1.51
H -1.31 2.36 -0.30
H 1.97 -1.45 -0.58
I 4.68 -0.22 -0.35
O 3.02 0.49 1.82
C -0.50 1.90 -0.85
H -1.54 0.17 -1.66
C 2.87 -0.31 0.79
C 0.71 2.26 -0.16
C -0.80 -0.31 0.36
H -1.11 -2.32 1.24
H -0.13 -2.42 -0.43
```

Summary:
HOMO level: -8.386 eV
Molecular weight: 280.0 g/mol

5.
C5H7NO as an isolated structure. Source: OMol25; level of theory: ωB97M-V/def2-TZVPD.

The geometry in XYZ format:
```
14
C5H7NO ωB97M-V/def2-TZVPD
H -1.18 1.88 0.17
H 1.73 -1.08 0.84
H 0.52 -2.48 -0.73
H 0.17 2.50 -0.77
H -1.01 -0.34 1.65
C -0.05 -1.62 -0.43
C -0.11 -0.38 -1.31
C -0.08 1.87 0.08
N -0.01 -0.21 1.66
H 0.34 2.22 1.02
O -0.24 -0.16 -2.49
C 0.70 -0.79 0.64
C 0.29 0.46 -0.16
H -1.09 -1.88 -0.16
```

Summary:
HOMO level (spin up / spin down): -8.844 / -8.846 eV
Molecular weight: 97.1 g/mol

6.
C22H18BrCl2F4NOPSn as an isolated structure. Source: OMol25; level of theory: ωB97M-V/def2-TZVPD.

The geometry in XYZ format:
```
51
C22H18BrCl2F4NOPSn ωB97M-V/def2-TZVPD
Cl -1.89 2.56 -1.34
C -0.62 -1.30 -1.62
H 2.45 -2.20 -0.30
H 4.55 -3.05 -1.28
H -1.67 4.61 -0.20
C 0.24 -2.93 4.49
C 2.50 -1.37 4.28
H 4.71 0.32 2.33
C 0.06 -1.11 -2.98
C 4.59 -2.32 -0.49
F -0.86 -3.67 4.58
H 6.79 -0.54 1.36
H 0.74 1.03 4.04
C 0.43 -2.12 3.37
C 1.59 2.99 4.05
H 3.45 1.93 0.84
C 3.45 -0.91 1.10
C 1.58 -1.34 3.23
H 1.07 3.29 4.95
C 5.84 -0.91 1.00
F 3.59 -0.60 4.21
C 1.18 -2.96 5.51
H 2.21 -1.25 -4.44
F 0.98 -3.72 6.58
C 2.94 2.22 1.75
C 3.13 3.49 2.28
H 3.18 -0.06 -3.63
H -0.27 -2.24 -1.18
H 0.24 -2.06 -3.49
C 1.41 1.71 3.55
C 2.12 1.31 2.41
C 5.81 -1.86 -0.01
C 4.67 -0.43 1.55
H 6.72 -2.24 -0.43
C 2.46 3.87 3.43
Cl -1.47 3.01 1.50
H -0.56 -0.49 -3.63
H -1.70 -1.42 -1.75
H 3.82 4.17 1.80
Br -0.94 -2.07 2.08
O 1.52 0.47 -1.90
Sn -0.12 0.46 -0.22
C 2.31 -2.15 5.41
H -3.24 3.77 0.15
P 1.83 -0.34 1.70
C 1.35 -0.35 -2.82
C -2.16 3.66 0.01
H 2.61 4.86 3.83
F 3.21 -2.13 6.39
N 2.31 -0.57 -3.70
C 3.41 -1.85 0.07
```

Summary:
HOMO level: -10.669 eV
Charge: +1
Molecular weight: 688.9 g/mol

Energy, record by record: -3057.4639; -593.4488; -309.7701; -1024.9666; -324.5662; -5428.4352 hartree
Energy above the lowest of the compared OMol25 structures with the same formula, charge and spin, record by record: 184.2; 24.7; 45.3; 106.5; 99.3; 8.0 kcal/mol
Largest force on an atom, record by record: 3.29; 1.96; 0.57; 3.47; 1.21; 1.25 eV/Å